No. 1
{
  "formula": "C30H36F18MgN3O30S6",
  "method": "ωB97M-V/def2-TZVPD",
  "species": ["Mg", "C", "F", "F", "F", "S", "O", "O", "N", "S", "O", "O", "C", "F", "F", "F", "C", "F", "F", "F", "S", "O", "O", "N", "S", "O", "O", "C", "F", "F", "F", "C", "F", "F", "F", "S", "O", "O", "N", "S", "O", "O", "C", "F", "F", "F", "C", "C", "C", "O", "C", "O", "O", "H", "H", "H", "H", "H", "H", "C", "C", "C", "O", "C", "O", "O", "H", "H", "H", "H", "H", "H", "C", "C", "C", "O", "C", "O", "O", "H", "H", "H", "H", "H", "H", "C", "C", "C", "O", "C", "O", "O", "H", "H", "H", "H", "H", "H", "C", "C", "C", "O", "C", "O", "O", "H", "H", "H", "H", "H", "H", "C", "C", "C", "O", "C", "O", "O", "H", "H", "H", "H", "H", "H"],
  "coordinates": [[10.76288, -7.87043, 6.10138], [8.36857, -0.44274, 1.83820], [8.58922, 0.48074, 2.82300], [8.55717, 0.16616, 0.62833], [9.22741, -1.45542, 1.89818], [6.54696, -1.21841, 2.04306], [6.09113, -1.25145, 3.43696], [5.70859, -0.34855, 1.20009], [6.61619, -2.78363, 1.24327], [7.29436, -3.68340, 2.37035], [8.17871, -4.61612, 1.70095], [7.89905, -3.04874, 3.53668], [5.80756, -4.70315, 3.12582], [4.80905, -3.81982, 3.43729], [5.38910, -5.51194, 2.20773], [6.17275, -5.49645, 4.11398], [7.28260, -9.96475, 6.61106], [6.29680, -9.04430, 6.52544], [6.77656, -11.13717, 7.02695], [7.79271, -10.26208, 5.42293], [8.52975, -9.29601, 7.95232], [7.76250, -8.95191, 9.15541], [9.51489, -10.35451, 8.09660], [9.20647, -7.92577, 7.09726], [8.28668, -6.68118, 7.56905], [8.65197, -5.54824, 6.76235], [6.86839, -6.79442, 7.81904], [9.11826, -6.26222, 9.26137], [8.31816, -6.60623, 10.30068], [10.23760, -6.96499, 9.40070], [9.35726, -4.96209, 9.32386], [13.51964, -9.05417, 3.33710], [14.51328, -8.87406, 2.49440], [12.59860, -9.54719, 2.54157], [13.72666, -9.86513, 4.31818], [12.94786, -7.24883, 3.99065], [13.66486, -7.11991, 5.26297], [13.35790, -6.29497, 2.97148], [11.25446, -7.43890, 4.38524], [10.58665, -6.82243, 3.06491], [10.40309, -5.36389, 3.22266], [11.06009, -7.28761, 1.76179], [8.88788, -7.63187, 3.20224], [8.06680, -7.34290, 2.20807], [9.09243, -8.97591, 3.11907], [8.28502, -7.38482, 4.41020], [12.76764, -3.02653, 3.48473], [12.52287, -2.87160, 4.96627], [11.02056, -2.56486, 5.23533], [10.63288, -3.47601, 6.28765], [11.58186, -4.48407, 6.25494], [11.44344, -5.65919, 6.69979], [12.61413, -4.17871, 5.47870], [11.91912, -3.36561, 2.89047], [13.68317, -3.57342, 3.25931], [13.01075, -2.07068, 3.02069], [13.24527, -2.27151, 5.51955], [10.39978, -2.66614, 4.34511], [10.93949, -1.56554, 5.66295], [18.87025, -10.06473, 6.27781], [17.36811, -9.80934, 5.95267], [16.70575, -8.63147, 6.59326], [16.87869, -7.56888, 5.70690], [17.17177, -8.07196, 4.50473], [17.21151, -7.44460, 3.48797], [17.30469, -9.39228, 4.65157], [19.51992, -9.19075, 6.32471], [19.33289, -10.83388, 5.65936], [19.00183, -10.56651, 7.23646], [16.81694, -10.73655, 6.10945], [17.02711, -8.41883, 7.61287], [15.61668, -8.67631, 6.59642], [16.42248, -11.44386, 1.66245], [16.14356, -12.63272, 2.61159], [15.71821, -12.40977, 4.01648], [14.37603, -12.87668, 4.13527], [14.02963, -13.47488, 3.02964], [13.09111, -14.26025, 2.83763], [14.94575, -13.24777, 2.06377], [15.61113, -10.73711, 1.48828], [16.83781, -11.63983, 0.67392], [17.20335, -10.82029, 2.09778], [16.89338, -13.42362, 2.59324], [15.86426, -11.36013, 4.27148], [16.33334, -13.04571, 4.65310], [14.88213, -5.51829, 0.38108], [15.55040, -6.17855, -0.83693], [16.97100, -6.59306, -0.61469], [17.01756, -7.90294, -1.10368], [15.82318, -8.39096, -1.27855], [15.65177, -9.51995, -1.72476], [14.89860, -7.36207, -1.16258], [15.03086, -4.43958, 0.42975], [15.38748, -5.84148, 1.29117], [13.80162, -5.65545, 0.33892], [15.46535, -5.49593, -1.68245], [17.24324, -6.50103, 0.43673], [17.61192, -5.87052, -1.11993], [8.05167, -9.35748, -0.88071], [7.25068, -8.19615, -1.53813], [5.77426, -8.48787, -1.31353], [5.32920, -7.21334, -0.85700], [6.28562, -6.39184, -0.72025], [6.20599, -5.19155, -0.51585], [7.47245, -6.97678, -0.97393], [7.87019, -10.33574, -1.32588], [7.67303, -9.45220, 0.13701], [9.11838, -9.19800, -1.03817], [7.36386, -8.23583, -2.62151], [5.51051, -9.24100, -0.57101], [5.28732, -8.76237, -2.24928], [8.66929, -13.90958, 5.47509], [9.93979, -13.16920, 4.95458], [9.91243, -12.51726, 3.53893], [10.61968, -11.29861, 3.75057], [10.62285, -11.02038, 5.05020], [10.95714, -9.96769, 5.50673], [10.17144, -12.03107, 5.72886], [8.35944, -14.81459, 4.95254], [7.82614, -13.23211, 5.61011], [8.85106, -14.38567, 6.43862], [10.82817, -13.77131, 5.14517], [8.92181, -12.21508, 3.19917], [10.27941, -13.09618, 2.69141]],
  "forces_ev_per_angstrom": [[1.595, -0.171, 1.131], [0.432, 0.615, -0.319], [-0.506, -1.689, -1.433], [-0.895, -0.855, 1.839], [0.005, 0.662, 0.192], [-3.074, 5.321, -0.332], [1.279, -0.654, -2.374], [2.009, -2.032, 0.763], [-0.708, 1.737, 0.755], [3.033, -4.145, 3.948], [-1.016, 0.891, -0.440], [-0.966, -0.439, -1.426], [-0.569, 0.982, -0.446], [1.374, -1.198, 0.185], [-0.764, -0.452, -1.510], [0.350, 1.358, 0.617], [-0.965, 0.088, 1.064], [0.936, -1.163, -0.452], [0.012, 0.664, 0.615], [0.483, 1.043, -0.138], [0.129, -1.714, 0.944], [1.404, -0.378, -2.726], [-0.664, 1.537, -0.688], [-4.137, -2.720, 2.992], [-0.898, 4.470, 0.957], [0.332, -0.830, -0.294], [1.514, -0.961, -0.305], [-1.514, -0.706, 0.497], [0.456, 0.586, -0.785], [0.493, 0.229, -0.074], [0.143, -0.306, -0.073], [-2.057, 2.325, -2.109], [1.784, 0.372, 1.006], [-1.611, -0.594, 0.238], [0.921, -0.516, 1.028], [3.028, -0.363, 1.572], [-1.468, -0.806, -0.968], [-1.521, -1.396, 1.147], [3.763, 1.040, -4.491], [-2.653, 3.315, -2.689], [0.278, -2.748, 0.041], [-0.469, 0.106, 2.252], [-0.239, -1.230, 0.484], [0.306, 0.568, 0.467], [0.026, 0.650, 0.389], [0.716, -0.063, -1.381], [1.034, 1.474, -1.018], [-1.467, -0.338, -1.203], [0.877, 1.356, 0.898], [1.966, -1.849, -0.285], [-1.760, -2.878, -0.390], [0.214, 3.254, -0.502], [-0.119, -1.412, 1.679], [0.050, -0.590, 0.506], [-0.268, -0.544, 0.261], [-0.130, 0.532, 0.239], [-0.152, 0.298, -0.239], [-0.070, -0.334, 0.238], [-0.333, 0.028, -0.195], [-0.216, -0.655, 1.015], [1.876, -0.427, 1.481], [-1.567, 0.120, 1.866], [1.308, 1.489, -0.239], [-0.702, 0.959, -0.157], [0.268, -0.635, 0.377], [0.075, -1.056, -3.814], [-0.309, 0.203, -0.344], [-0.305, 0.350, -0.770], [-0.445, 0.292, 0.502], [-0.106, 0.097, -0.161], [0.282, 0.300, -0.216], [-0.199, -0.932, 0.472], [1.202, 0.695, 0.825], [-1.084, -0.150, -3.014], [0.939, 0.610, 1.166], [-0.123, 0.926, 1.457], [-1.425, -3.308, -2.828], [1.732, 2.606, 1.086], [-0.422, -0.558, 0.085], [-0.448, -0.538, 0.355], [-0.285, -0.879, 0.087], [0.169, 0.089, 0.345], [0.336, 0.353, -0.356], [-0.624, -0.082, 0.309], [-0.104, 0.231, 0.351], [0.567, 0.320, -0.223], [-0.880, 1.966, 0.771], [0.415, 1.664, 0.628], [2.361, 0.084, 0.637], [-1.706, -1.520, -2.740], [-0.475, 2.450, 1.674], [-0.305, -2.853, -0.095], [0.156, 0.189, -0.541], [-0.656, -0.574, 0.186], [0.146, -0.356, 0.357], [-0.037, -0.105, -0.261], [0.020, -0.659, 0.163], [0.419, -0.668, -0.467], [-0.082, 0.737, -0.668], [-0.102, -4.375, -0.453], [-0.357, 0.198, -0.105], [-3.445, -1.612, -0.066], [2.270, 4.652, -0.167], [-0.261, -2.017, 0.158], [0.904, 1.014, 0.482], [-0.434, 0.153, -0.457], [0.756, 0.213, 0.296], [0.047, 0.132, 0.759], [0.685, 0.635, -0.079], [0.274, 0.084, 0.168], [-0.244, 0.252, 0.106], [0.520, 0.008, 0.247], [-0.778, -1.440, -0.996], [-0.912, -0.709, -0.049], [0.743, 0.419, -0.301], [-0.660, -1.055, -1.421], [0.576, 1.670, 0.917], [-0.253, 0.977, 2.503], [0.153, 0.435, -0.955], [0.056, 0.020, -0.248], [0.414, 0.604, 0.373], [-0.052, -0.399, -0.630], [-0.413, -0.088, 0.485], [0.800, 0.028, 0.473]],
  "max_force_ev_per_a": 6.48,
  "spin_multiplicity": 2,
  "homo_energy_ha": [-0.396, -0.395]
}

No. 2
{
  "formula": "C30H36N6O2S4Sn",
  "method": "ωB97M-V/def2-TZVPD",
  "species": ["Sn", "S", "C", "C", "C", "C", "C", "C", "S", "H", "H", "H", "H", "N", "C", "C", "C", "C", "N", "C", "N", "N", "C", "O", "O", "H", "H", "H", "H", "H", "H", "H", "H", "H", "H", "H", "H", "H", "H", "S", "C", "N", "C", "C", "N", "C", "C", "C", "C", "C", "C", "C", "C", "S", "C", "C", "C", "C", "C", "C", "C", "H", "H", "H", "H", "H", "H", "H", "H", "H", "H", "H", "H", "H", "H", "H", "H", "H", "H"],
  "coordinates": [[-0.12946, 0.39655, 0.11488], [-1.90460, 0.18883, 1.72906], [-1.77289, 1.83116, 2.38048], [-2.27030, 2.03456, 3.66958], [-2.21077, 3.28288, 4.25493], [-1.60981, 4.33815, 3.57987], [-1.07320, 4.13819, 2.32419], [-1.16848, 2.89182, 1.70049], [-0.47141, 2.76975, 0.07482], [-2.70367, 1.20019, 4.20428], [-2.61541, 3.43085, 5.24632], [-1.54419, 5.31325, 4.04190], [-0.57428, 4.94636, 1.80685], [-1.94755, 0.36626, -1.48837], [-2.19324, -1.01951, -1.89335], [-2.91447, -1.11283, -3.25058], [-2.86330, -2.40575, -4.06841], [-3.32166, -3.71312, -3.41620], [-4.36781, -3.56138, -2.39715], [-4.20020, -3.79850, -1.09924], [-5.26782, -3.85326, -0.29609], [-2.98223, -3.95738, -0.58481], [-0.84077, -1.73284, -1.82572], [-0.75696, -2.94384, -1.97269], [0.16769, -0.96521, -1.55177], [-2.76935, 0.85023, -1.13950], [-1.59251, 0.89862, -2.28003], [-2.80762, -1.47476, -1.11018], [-2.49738, -0.33753, -3.89980], [-3.95141, -0.81745, -3.07366], [-1.84667, -2.58620, -4.42068], [-3.46058, -2.21669, -4.96237], [-2.48076, -4.21678, -2.95312], [-3.70619, -4.39293, -4.17679], [-5.31492, -3.42115, -2.71372], [-6.19695, -3.92140, -0.67579], [-5.16727, -4.00590, 0.69264], [-2.14255, -3.71419, -1.11517], [-2.88246, -4.14279, 0.39862], [0.79643, -1.75729, 1.35442], [2.16924, -2.04961, 0.43224], [2.93109, -3.10535, 0.58036], [4.08925, -3.32755, -0.29210], [3.74760, -2.83896, -1.66972], [3.39213, -1.41775, -1.56717], [3.95739, -0.54248, -2.62456], [5.44674, -0.41111, -2.45117], [5.97372, 0.26499, -1.35321], [7.34574, 0.35966, -1.19199], [8.19923, -0.21469, -2.12656], [7.67992, -0.88346, -3.22336], [6.30395, -0.98307, -3.38346], [2.66655, -0.99884, -0.58007], [2.36041, 0.65930, -0.28949], [2.67357, -4.14859, 1.60223], [2.05515, -5.37623, 0.98960], [0.67287, -5.47994, 0.86293], [0.10917, -6.60889, 0.28898], [0.91749, -7.64163, -0.16472], [2.29442, -7.55144, -0.02869], [2.85797, -6.42579, 0.55345], [4.29471, -4.39473, -0.30768], [4.95902, -2.80417, 0.11378], [2.90193, -3.38097, -2.10155], [4.61143, -2.91500, -2.32626], [3.42921, 0.40623, -2.57910], [3.72256, -1.03549, -3.56894], [5.31612, 0.73491, -0.63041], [7.75254, 0.89354, -0.34417], [9.27000, -0.13152, -2.00173], [8.34161, -1.32148, -3.95762], [5.89858, -1.49400, -4.24954], [2.04047, -3.70533, 2.36655], [3.64160, -4.37707, 2.05017], [0.04602, -4.67784, 1.23325], [-0.96638, -6.70064, 0.21139], [0.47523, -8.52686, -0.60074], [2.92736, -8.36615, -0.35165], [3.93081, -6.39052, 0.70608]],
  "forces_ev_per_angstrom": [[-0.496, -0.142, -0.453], [-0.112, -0.252, 0.156], [0.016, 0.103, 0.136], [0.010, -0.039, -0.128], [0.016, 0.065, 0.027], [-0.021, 0.008, 0.061], [-0.015, -0.087, -0.095], [-0.010, 0.047, 0.118], [0.227, 0.192, -0.105], [-0.026, 0.001, 0.010], [-0.006, -0.005, 0.012], [0.005, 0.011, -0.001], [-0.014, 0.030, -0.002], [0.075, 0.138, -0.163], [0.004, -0.019, 0.092], [0.047, 0.025, -0.011], [0.034, -0.024, -0.033], [-0.071, -0.033, 0.040], [-0.013, -0.058, 0.029], [0.143, -0.019, 0.068], [-0.100, -0.020, -0.025], [-0.239, -0.035, 0.062], [0.143, 0.267, 0.100], [0.003, -0.107, -0.077], [0.003, -0.118, 0.148], [0.008, -0.077, 0.089], [-0.082, 0.065, 0.024], [0.016, 0.056, -0.041], [0.017, 0.018, 0.037], [-0.016, -0.031, -0.030], [0.007, 0.046, -0.014], [-0.019, -0.022, 0.018], [0.001, -0.002, -0.011], [-0.010, 0.047, -0.003], [0.013, 0.003, -0.010], [0.001, -0.003, 0.018], [0.008, 0.021, -0.007], [0.113, -0.017, -0.082], [-0.015, -0.040, -0.001], [-0.018, 0.003, 0.034], [0.260, 0.154, -0.198], [-0.059, 0.009, 0.047], [-0.036, -0.047, 0.014], [0.008, 0.062, -0.018], [0.096, 0.000, -0.151], [-0.119, -0.079, 0.059], [0.030, 0.014, -0.049], [-0.008, 0.001, 0.014], [0.021, 0.003, 0.000], [0.005, -0.002, 0.007], [-0.023, 0.013, 0.008], [0.018, 0.002, 0.002], [-0.119, 0.017, 0.297], [0.170, -0.081, 0.009], [0.054, 0.094, 0.020], [-0.001, -0.079, 0.021], [-0.005, 0.022, -0.055], [-0.014, 0.016, 0.010], [0.027, -0.009, 0.000], [-0.027, -0.002, 0.012], [0.015, -0.021, 0.041], [-0.025, 0.006, -0.023], [0.011, -0.008, -0.015], [0.031, -0.038, 0.024], [-0.011, -0.016, 0.002], [0.067, 0.005, -0.007], [-0.004, 0.026, -0.016], [-0.016, -0.001, -0.005], [0.005, 0.006, 0.010], [0.012, 0.001, 0.003], [0.007, -0.006, -0.009], [-0.006, -0.006, -0.011], [0.009, -0.063, 0.009], [0.006, -0.008, -0.018], [-0.010, 0.003, 0.004], [-0.018, 0.014, -0.006], [-0.009, -0.002, -0.009], [0.010, -0.009, -0.008], [0.019, 0.017, -0.003]],
  "max_force_ev_per_a": 0.69,
  "e_above_lowest_kj_mol": 0.00,
  "charge": 2,
  "homo_energy_ha": -0.456
}

no.,energy (eV)
1,-216951.8743
2,-93892.9819